DFT (wB97M-V/def2-TZVPD) results for 8 unconnected molecules or ions with the total composition C31H53NO20.

The geometry in XYZ format:
```
105
Properties=species:S:1:pos:R:3:forces:R:3
C -2.6502 -5.3883 -3.3736 1.450 0.034 1.242
C -2.5732 -5.5636 -1.8187 -0.565 0.017 -1.253
C -2.1668 -6.9415 -1.4919 -0.039 -2.299 0.401
O -1.4664 -6.8523 -0.2319 0.029 -0.469 -0.453
C -1.0400 -5.5964 -0.1500 1.078 0.755 2.760
O -0.4609 -5.1209 0.8130 -0.751 -0.811 -2.147
O -1.4042 -4.9607 -1.2531 0.116 2.796 -0.821
H -3.2287 -6.1823 -3.8293 -0.717 0.032 0.170
H -1.6181 -5.6819 -3.6924 -0.592 0.911 -0.100
H -2.9697 -4.3785 -3.6892 0.331 -0.612 -0.001
H -3.4758 -5.2039 -1.2966 0.384 -0.051 -0.105
H -1.5415 -7.3067 -2.3234 0.291 -0.027 0.612
H -2.8900 -7.6974 -1.2681 -0.924 -0.195 -0.368
C 4.3161 2.3592 1.9804 0.442 -0.769 0.467
C 5.4821 1.3706 2.1159 -0.161 0.895 0.118
C 5.5957 0.8012 3.5323 -1.063 -0.511 -0.142
O 4.8884 -0.4833 3.3736 0.211 0.814 1.273
C 4.6976 -0.7625 2.0970 0.013 -1.125 -1.075
O 4.1679 -1.7665 1.6779 0.650 1.252 0.549
O 5.2445 0.1993 1.3165 -0.257 0.080 -0.034
H 4.5457 3.2237 2.5989 0.268 0.495 -0.488
H 3.4247 1.9724 2.4827 -0.153 -0.341 -0.540
H 4.1587 2.5492 0.9163 -0.257 0.362 0.357
H 6.4215 1.8474 1.7739 -0.473 -0.462 0.121
H 5.0502 1.3876 4.3245 0.719 -0.589 -0.880
H 6.6268 0.5936 3.7845 0.099 -0.109 0.374
C -1.9437 2.9822 2.4100 0.270 0.178 0.753
C -2.6398 1.6659 2.6555 -0.414 0.805 0.005
C -3.4073 1.1075 1.4593 0.139 0.385 -0.135
O -3.2769 -0.3060 1.6270 0.471 0.315 0.061
C -2.2312 -0.5114 2.4430 1.398 -4.448 0.778
O -1.8130 -1.6434 2.7432 -1.301 3.566 -0.791
O -1.6870 0.6315 2.8812 -0.086 -0.463 0.114
H -1.7639 3.4651 3.3713 -0.104 0.157 -0.047
H -2.5593 3.6227 1.8029 -0.368 0.366 -0.176
H -0.9704 2.9080 1.9406 0.117 -0.485 -0.366
H -3.2617 1.7595 3.5708 0.156 -0.249 -0.557
H -2.9827 1.4762 0.5052 0.016 -0.505 0.341
H -4.4572 1.3159 1.4535 -0.568 0.326 0.148
C 1.4898 -2.6404 -1.6602 -0.380 -0.620 0.558
C 2.6583 -1.8401 -2.0992 1.061 0.089 -1.210
C 3.9609 -2.1853 -1.3703 -0.136 0.592 -2.356
O 4.9619 -1.9066 -2.4558 -0.063 -0.648 2.066
C 4.3854 -1.9781 -3.6407 0.047 0.476 -1.439
O 4.9565 -1.8471 -4.6982 -0.551 -0.355 1.075
O 3.0576 -2.1468 -3.5141 -1.086 0.242 0.870
H 1.6458 -3.6988 -1.7815 0.607 -0.558 -0.060
H 0.5827 -2.5031 -2.2477 -0.152 0.709 0.388
H 1.3765 -2.5081 -0.5621 -0.483 0.172 -0.772
H 2.4569 -0.7470 -2.0588 0.144 -0.577 -0.079
H 3.9578 -3.2244 -1.0361 0.453 0.122 -0.147
H 4.1497 -1.4809 -0.6087 0.435 0.318 0.975
C 0.6024 1.1549 5.1516 -0.835 1.073 -0.367
C -0.4537 0.7160 6.1357 -0.104 0.116 -0.771
C -0.0556 0.8862 7.5648 -1.503 -0.002 2.338
O -1.3320 1.3234 8.2089 1.261 -0.672 -0.389
C -2.1447 1.7711 7.2586 -1.853 1.778 0.564
O -3.1705 2.3795 7.4968 1.356 -1.109 -0.627
O -1.6567 1.5616 6.0254 0.847 -0.849 -0.178
H 0.1569 1.1537 4.1399 0.575 -0.245 0.445
H 1.4524 0.4999 5.2470 0.341 -0.318 -0.252
H 0.9249 2.1890 5.3718 -0.112 -0.396 -0.007
H -0.7153 -0.3461 5.9393 -0.238 0.714 0.056
H 0.6734 1.6319 7.8952 0.078 0.007 -0.785
H 0.1714 -0.0562 8.0544 0.253 -0.078 -0.105
C -1.9267 -0.2660 -1.6521 0.144 -0.692 -0.261
C -0.7661 0.3734 -0.9467 -1.036 0.619 0.663
O -0.3139 -0.4724 0.1097 -0.178 -0.308 0.202
C 0.5617 0.1354 0.8922 1.031 1.101 0.430
C 1.1638 -0.7534 1.9292 0.306 -0.347 0.747
O 0.8716 1.3155 0.7429 -0.173 -0.972 0.231
H -2.8053 -0.3184 -1.0175 -0.004 -0.163 0.283
H -1.7253 -1.2823 -2.0400 0.042 0.477 0.273
H -2.2047 0.3625 -2.4771 -0.058 0.311 -0.536
H 0.1025 0.5941 -1.5304 0.335 0.164 -0.861
H -1.0804 1.3316 -0.4847 0.176 -0.388 -0.460
H 0.4034 -1.3529 2.4548 0.207 0.213 -0.347
H 1.7051 -0.1365 2.6669 -0.254 -0.199 -0.396
H 1.9010 -1.4529 1.4982 -0.415 0.314 -0.002
C 0.1444 4.6799 -0.8207 -0.530 -0.579 -0.058
C -1.3273 5.0790 -0.9629 0.384 -0.029 0.683
O -1.7587 5.2734 -2.3006 0.419 -0.730 -0.477
C -1.8421 4.1641 -3.0675 -0.605 -0.281 0.212
C -2.0479 4.5559 -4.4718 -0.511 -0.275 -0.856
O -1.7787 3.0136 -2.6953 0.223 0.587 0.506
H 0.3796 4.5197 0.2363 0.024 0.250 -0.127
H 0.8474 5.3732 -1.2805 -0.222 0.311 0.163
H 0.3047 3.7225 -1.2963 0.044 -0.358 -0.114
H -2.0267 4.4023 -0.4713 0.297 -0.384 -0.006
H -1.4823 6.0301 -0.5005 -0.102 0.727 0.261
H -1.0548 4.5503 -4.9120 0.086 0.452 -0.308
H -2.5602 5.5120 -4.5288 0.371 0.161 -0.192
H -2.6334 3.8131 -5.0249 0.137 0.025 0.317
C -0.1379 0.0070 -5.2017 0.211 0.071 0.378
N -1.4994 -0.4805 -5.1770 0.220 -1.384 0.109
C -2.5615 0.5077 -5.4193 0.985 -0.077 -0.268
C -1.7307 -1.8110 -4.8866 -2.763 1.289 0.261
O -2.8870 -2.2726 -4.7936 2.233 0.390 -0.230
H 0.2591 0.1996 -6.2032 -0.339 0.395 0.038
H 0.5551 -0.7016 -4.7731 0.011 -0.629 0.138
H -0.0605 0.8578 -4.5237 0.020 0.431 -0.377
H -2.3174 0.9942 -6.4058 -0.580 -0.263 0.978
H -3.5309 0.0248 -5.4125 -0.002 -0.191 -0.271
H -2.5533 1.2388 -4.5921 0.113 -0.028 -0.442
H -0.8194 -2.3803 -4.6486 -0.066 -0.006 -0.241
```
Forces are in eV/Å.

Results
Energy in eV: -75447.7272
Molar mass in g/mol: 759.8
LUMO energy in eV: 0.2
Spin multiplicity: 1
Frontier orbital gap in Eh: 0.35342
SMILES string: C[C@H]1COC(=O)O1.C[C@H]1COC(=O)O1.C[C@H]1COC(=O)O1.C[C@H]1COC(=O)O1.C[C@H]1COC(=O)O1.CCOC(C)=O.CCOC(C)=O.CN(C)C=O

Here are the Löwdin charges for atoms 1 to 99, given in e: 0.002 -0.299 -0.117 0.085 -0.582 0.134 0.071 0.080 0.097 0.065 0.168 0.139 0.133 -0.016 -0.307 -0.043 0.070 -0.574 0.120 0.076 0.085 0.079 0.096 0.160 0.150 0.126 -0.007 -0.297 -0.075 0.080 -0.530 0.108 0.056 0.089 0.076 0.074 0.167 0.125 0.133 -0.024 -0.278 -0.019 0.073 -0.614 0.126 0.062 0.088 0.076 0.101 0.160 0.146 0.088 -0.022 -0.299 -0.049 0.066 -0.589 0.123 0.077 0.071 0.086 0.100 0.171 0.139 0.133 -0.030 -0.218 0.005 -0.543 0.038 0.050 0.073 0.084 0.051 0.113 0.108 0.087 0.078 0.076 -0.046 -0.215 -0.003 -0.537 0.024 0.091 0.078 0.081 0.060 0.106 0.112 0.101 0.093 0.087 -0.063 -0.194 -0.033 -0.292 -0.038 0.094